Model 1:
C4H12N2O2 | wB97M-V/def2-TZVPD

Each line ends with the Löwdin charge.
Cartesian coordinates (Å):
C: 2.514 -0.381 0.024  -0.065
C: 1.386 0.632 -0.185  -0.430
N: 1.411 1.573 0.956  0.034
C: 0.031 -0.097 -0.162  -0.100
C: -0.967 0.498 -1.143  -0.546
N: -2.273 0.469 -0.766  0.160
O: -0.644 0.955 -2.221  0.040
H: 3.516 0.032 -0.036  0.075
H: 2.385 -1.113 -0.731  0.060
H: 2.335 -0.853 0.979  0.079
H: 1.405 1.052 -1.186  0.121
H: 0.714 2.300 0.845  0.071
H: 2.343 1.963 1.022  0.065
H: 0.144 -1.126 -0.510  0.119
H: -0.490 -0.260 0.781  0.107
H: -2.911 1.005 -1.313  0.099
H: -2.611 0.180 0.136  0.072
O: -2.663 -1.916 1.159  -0.049
H: -2.174 -2.639 0.769  0.041
H: -3.451 -2.272 1.583  0.046

Output
LUMO energy ... 0.019 Eh
Gap between HOMO and LUMO ... 9.64 eV
SMILES string ... C[C@H](N)CC(N)=O.O
HOMO level ... -9.135 eV

=====

Model 2:
C4H12N2O2 | wB97M-V/def2-TZVPD

Each line ends with the Löwdin charge.
Cartesian coordinates (Å):
C: 1.685 -0.483 -0.540  -0.107
C: 0.399 -0.409 0.134  -0.444
C: -0.713 -0.881 -0.822  -0.068
N: 0.191 1.011 0.511  0.091
C: -0.224 1.816 -0.652  -0.498
N: -0.919 2.963 -0.343  0.166
O: -0.025 1.565 -1.867  -0.002
H: 1.995 -1.457 -0.919  0.089
H: 1.648 -0.014 -1.425  0.016
H: 2.566 -0.015 0.139  0.141
H: 0.491 -1.080 1.098  0.141
H: -1.576 -0.297 -0.583  0.063
H: -0.917 -1.997 -0.856  0.100
H: -0.415 -0.622 -1.900  0.099
H: -0.152 1.190 1.371  0.068
H: -1.172 3.081 0.576  0.058
H: -1.199 3.611 -1.047  0.105
O: -0.573 -2.983 2.148  -0.071
H: -0.770 -2.041 1.909  0.028
H: -0.321 -2.958 3.067  0.026

Output
LUMO energy ... 0.019 Eh
Gap between HOMO and LUMO ... 10.26 eV
SMILES string ... CC(C)NC(N)=O.O
HOMO level ... -9.739 eV

=====

Model 3:
C4H12N2O2 | wB97M-V/def2-TZVPD

Each line ends with the Löwdin charge.
Cartesian coordinates (Å):
C: 1.608 0.348 -2.093  -0.086
N: 1.124 -0.251 -0.870  0.001
C: -0.175 -0.422 -0.497  -0.465
O: -0.439 -1.183 0.411  0.049
C: -1.257 0.458 -1.148  -0.357
C: -2.631 0.132 -0.591  -0.048
N: -0.967 1.873 -0.964  0.044
H: 2.695 0.234 -2.088  0.086
H: 1.312 -0.256 -2.949  0.089
H: 1.424 1.417 -2.099  0.065
H: 1.783 -0.682 -0.223  0.145
H: -1.245 0.246 -2.224  0.135
H: -3.115 1.007 -0.141  0.078
H: -2.600 -0.603 0.212  0.073
H: -3.300 -0.188 -1.369  0.069
H: -0.119 2.297 -1.295  0.048
H: -1.278 2.228 -0.077  0.073
O: 2.136 -2.143 5.725  -0.066
H: 1.955 -2.520 6.595  0.032
H: 3.090 -1.991 5.684  0.034

Output
LUMO energy ... 0.033 Eh
Gap between HOMO and LUMO ... 9.55 eV
SMILES string ... CNC(=O)[C@@H](C)N.O
HOMO level ... -8.660 eV

=====

Which structure is the least stable? The one labeled model 2.

=====

Model 1:
C4H12N2O2 | wB97M-V/def2-TZVPD

Each line ends with the Löwdin charge.
Cartesian coordinates (Å):
C: -0.474 -0.985 -0.230  -0.323
C: -0.036 -1.735 1.013  -0.113
C: 0.363 -1.281 -1.456  -0.113
H: -1.542 -1.103 -0.433  0.119
H: -0.658 0.165 0.242  0.090
H: 0.301 -2.350 -1.691  0.079
H: -0.131 -2.813 0.852  0.075
H: -0.637 -1.442 1.873  0.075
H: 1.008 -1.520 1.235  0.065
H: 1.412 -1.041 -1.278  0.071
H: 0.019 -0.726 -2.326  0.068
C: 0.375 1.259 -0.093  -0.470
N: 1.567 1.019 0.531  0.142
O: -0.822 1.460 1.254  -0.218
O: -2.039 1.917 0.650  -0.079
N: 0.206 1.872 -1.165  0.148
H: -2.034 2.859 0.873  0.092
H: 2.330 1.550 0.140  0.116
H: 1.530 1.025 1.540  0.106
H: -0.739 1.869 -1.530  0.070

Output
LUMO energy ... 0.026 Eh
Gap between HOMO and LUMO ... 9.88 eV
HOMO level ... -9.168 eV

=====

Model 2:
C4H12N2O2 | wB97M-V/def2-TZVPD

Each line ends with the Löwdin charge.
Cartesian coordinates (Å):
N: 1.627 -0.163 -0.451  0.128
C: 0.538 0.767 -0.499  -0.371
C: 0.383 1.507 0.800  0.153
C: 0.004 1.020 2.165  -0.209
O: -1.402 0.792 2.506  -0.043
C: -0.852 0.103 -0.972  -0.164
N: -0.636 -0.775 -2.199  0.012
H: 1.923 -0.329 0.498  0.089
H: 1.415 -1.069 -0.912  0.021
H: 0.781 1.511 -1.272  0.143
H: 0.583 2.580 0.674  0.131
H: 0.519 0.105 2.485  0.130
H: 0.255 1.817 2.878  0.124
H: -1.600 0.877 -1.155  0.112
H: -1.162 -0.529 -0.137  0.099
H: -1.605 -0.739 -2.552  0.071
H: -0.220 -1.707 -1.949  0.004
H: -1.765 0.262 1.785  0.071
H: 0.486 -3.471 -0.755  -0.072
O: 0.728 -2.559 -0.938  -0.427

Output
LUMO energy ... -0.128 Eh
Gap between HOMO and LUMO ... 4.30 eV
HOMO level ... -7.771 eV

=====

Which structure is the least stable? The one labeled model 2.

=====

Model 1:
C4H12N2O2 | wB97M-V/def2-TZVPD

Each line ends with the Löwdin charge.
Cartesian coordinates (Å):
C: 0.852 -0.358 0.682  -0.347
C: -1.542 0.401 0.163  -0.326
C: 0.196 0.083 -0.518  -0.071
C: -2.348 1.089 -0.914  -0.089
N: 2.307 -0.537 -0.455  -0.099
N: 3.514 -0.122 0.145  -0.078
O: 0.484 -1.514 1.292  0.004
O: -1.992 -0.936 0.406  -0.092
H: -0.440 -1.710 1.030  0.083
H: -2.907 -0.937 0.716  0.103
H: 2.343 -1.553 -0.515  0.073
H: 1.142 0.417 1.397  0.138
H: -1.535 0.972 1.100  0.125
H: 3.595 0.885 0.031  0.058
H: 3.551 -0.340 1.144  0.065
H: 0.528 1.043 -0.893  0.106
H: -0.087 -0.690 -1.223  0.114
H: -3.418 1.132 -0.672  0.074
H: -1.995 2.111 -1.051  0.078
H: -2.248 0.562 -1.865  0.080

Output
LUMO energy ... 0.026 Eh
Gap between HOMO and LUMO ... 8.55 eV
HOMO level ... -7.830 eV

=====

Model 2:
C4H12N2O2 | wB97M-V/def2-TZVPD

Each line ends with the Löwdin charge.
Cartesian coordinates (Å):
C: -0.905 -1.782 1.611  -0.055
C: -0.744 -0.302 1.207  -0.363
C: 0.610 0.211 1.744  -0.198
O: 1.383 0.787 1.035  0.059
N: -0.838 -0.216 -0.238  -0.032
C: -0.867 1.113 -0.807  -0.335
N: -0.718 0.986 -2.249  0.013
H: -0.122 -2.383 1.155  0.085
H: -0.956 -1.848 2.699  0.076
H: -1.868 -2.135 1.246  0.077
H: -1.588 0.227 1.660  0.145
H: 0.860 -0.061 2.784  0.124
H: -0.019 -0.695 -0.601  0.081
H: -0.030 1.767 -0.529  0.103
H: -1.764 1.631 -0.441  0.115
H: -1.408 0.326 -2.572  0.068
H: -0.846 1.812 -2.801  0.066
O: 1.960 -0.682 -1.583  -0.053
H: 1.566 0.181 -1.461  -0.001
H: 1.507 -0.957 -2.369  0.024

Output
LUMO energy ... 0.035 Eh
Gap between HOMO and LUMO ... 9.82 eV
SMILES string ... C[C@@H](C=O)NCN.O
HOMO level ... -8.875 eV

=====

Which structure is the least stable? The one labeled model 1.

=====

Model 1:
C2H3N4 | wB97M-V/def2-TZVPD

Each line ends with the Löwdin charge.
Cartesian coordinates (Å):
C: 0.084 1.130 -0.033  -0.046
C: 0.854 -0.029 -0.108  0.046
N: 0.184 -1.157 0.120  0.140
N: -1.172 -1.120 -0.068  0.128
N: -1.761 0.005 -0.024  0.044
N: -1.184 1.087 0.220  0.110
H: 0.648 2.158 -0.111  0.189
H: 1.996 0.074 -0.249  0.193
H: 0.351 -2.149 0.253  0.197

Output
Net charge ... +1
LUMO energy (alpha / beta) ... -0.270 / -0.270 Eh
Gap between HOMO and LUMO (alpha / beta) ... 8.63 / 8.63 eV
SMILES string ... c1c[nH+]nnn1
HOMO level (alpha / beta) ... -15.963 / -15.963 eV

=====

Model 2:
C2H3N4 | wB97M-V/def2-TZVPD

Each line ends with the Löwdin charge.
Cartesian coordinates (Å):
N: 1.381 0.525 0.007  0.199
N: 0.081 0.429 0.014  -0.258
C: -0.515 -1.005 0.049  0.081
N: -1.787 -0.940 -0.002  0.072
C: -2.222 0.195 0.337  0.239
N: -0.792 1.273 0.036  0.210
H: 1.602 1.465 -0.306  0.154
H: 2.014 -0.151 -0.352  0.140
H: 0.239 -1.792 0.217  0.163

Output
Net charge ... +1
LUMO energy (alpha / beta) ... -0.296 / -0.296 Eh
Gap between HOMO and LUMO (alpha / beta) ... 7.35 / 7.80 eV
SMILES string ... Nn1cnc#[n+]1
HOMO level (alpha / beta) ... -15.414 / -15.851 eV

=====

Model 3:
C2H3N4 | wB97M-V/def2-TZVPD

Each line ends with the Löwdin charge.
Cartesian coordinates (Å):
C: 0.340 1.766 -0.790  0.084
C: 0.713 0.491 0.707  -0.030
N: 0.994 1.707 0.245  0.209
N: -0.558 0.875 -1.115  0.196
N: -0.275 -0.001 -0.063  -0.150
N: -0.724 -1.289 -0.171  0.221
H: 1.239 -0.180 1.535  0.214
H: -1.697 -1.399 -0.317  0.135
H: -0.032 -1.970 -0.030  0.121

Output
Net charge ... +1
LUMO energy (alpha / beta) ... -0.324 / -0.324 Eh
Gap between HOMO and LUMO (alpha / beta) ... 7.12 / 7.11 eV
HOMO level (alpha / beta) ... -15.934 / -15.932 eV

=====

Which structure is the least stable? The one labeled model 2.

=====

Model 1:
C6H16N2O | wB97M-V/def2-TZVPD

Each line ends with the Löwdin charge.
Cartesian coordinates (Å):
C: -3.727 -0.797 0.299  -0.069
C: -2.401 -0.096 0.351  -0.418
N: -1.733 -0.211 1.586  0.080
C: -1.886 0.504 -0.726  -0.176
N: -0.604 1.077 -0.845  0.024
H: -3.611 -1.844 0.584  0.076
H: -4.151 -0.751 -0.700  0.071
H: -4.433 -0.339 0.996  0.074
H: -2.368 -0.289 2.368  0.081
H: -1.014 0.486 1.741  0.064
H: -2.453 0.522 -1.645  0.104
H: -0.126 1.225 0.040  0.050
H: -0.609 1.930 -1.389  0.086
C: 1.824 -0.795 -1.131  -0.075
C: 2.459 -0.334 0.162  -0.462
C: 3.489 0.766 -0.053  -0.060
O: 1.442 0.217 1.069  -0.104
H: 2.585 -1.009 -1.887  0.079
H: 1.109 -0.006 -1.491  0.067
H: 1.235 -1.689 -0.983  0.072
H: 2.930 -1.185 0.679  0.133
H: 3.849 1.132 0.906  0.076
H: 3.035 1.594 -0.594  0.081
H: 4.332 0.387 -0.629  0.079
H: 0.827 -0.495 1.291  0.067

Output
LUMO energy ... 0.036 Eh
Gap between HOMO and LUMO ... 8.14 eV
SMILES string ... C/C(N)=C/N.CC(C)O
HOMO level ... -7.167 eV

=====

Model 2:
C6H16N2O | wB97M-V/def2-TZVPD

Each line ends with the Löwdin charge.
Cartesian coordinates (Å):
C: -0.639 -1.711 -1.011  -0.044
C: -1.047 -0.726 0.073  -0.596
N: -0.898 -1.216 1.387  0.079
N: -2.711 -0.545 -0.059  0.032
C: -0.648 0.687 -0.141  -0.073
C: 1.018 0.914 0.273  -0.551
C: 1.428 2.201 -0.437  -0.056
C: 2.003 -0.197 -0.052  -0.048
O: 1.064 1.169 1.669  -0.049
H: -1.396 -2.498 -1.100  0.083
H: -0.550 -1.231 -1.989  0.085
H: 0.300 -2.223 -0.790  0.068
H: -1.805 -1.495 1.753  0.087
H: -0.308 -2.042 1.428  0.086
H: -2.969 -0.115 -0.947  0.049
H: -3.043 0.070 0.684  0.046
H: -0.760 0.985 -1.184  0.107
H: -1.156 1.384 0.531  0.116
H: 0.756 3.025 -0.178  0.085
H: 1.418 2.071 -1.523  0.084
H: 2.437 2.511 -0.138  0.085
H: 1.827 -1.093 0.548  0.071
H: 2.001 -0.446 -1.116  0.085
H: 3.025 0.114 0.203  0.090
H: 0.654 0.408 2.117  0.078

Output
LUMO energy ... 0.030 Eh
Gap between HOMO and LUMO ... 9.52 eV
SMILES string ... CC(N)(N)CC(C)(C)O
HOMO level ... -8.697 eV

=====

Which structure is the least stable? The one labeled model 2.

=====

Model 1:
C6H16N2O | wB97M-V/def2-TZVPD

Each line ends with the Löwdin charge.
Cartesian coordinates (Å):
C: 0.069 -0.584 -1.992  -0.073
C: 0.639 0.386 -0.936  -0.306
C: 2.166 0.520 -1.161  -0.218
O: 2.950 0.325 0.007  -0.089
C: 0.202 0.033 0.523  -0.316
N: 0.742 -1.268 0.942  0.049
C: -1.352 0.170 0.725  -0.410
C: -1.923 -0.736 1.817  -0.074
N: -1.704 1.566 1.042  0.025
H: 0.306 -1.627 -1.760  0.076
H: 0.479 -0.369 -2.985  0.079
H: -1.017 -0.495 -2.079  0.067
H: 0.213 1.370 -1.177  0.123
H: 2.524 -0.199 -1.905  0.117
H: 2.396 1.516 -1.556  0.118
H: 2.788 1.077 0.602  0.099
H: 0.667 0.770 1.192  0.133
H: 0.419 -2.013 0.332  0.065
H: 1.762 -1.231 0.831  0.069
H: -1.879 -0.091 -0.197  0.112
H: -1.421 -0.591 2.778  0.081
H: -1.826 -1.789 1.528  0.072
H: -2.995 -0.553 1.959  0.072
H: -1.498 2.174 0.253  0.062
H: -2.705 1.638 1.218  0.068

Output
LUMO energy ... 0.032 Eh
Gap between HOMO and LUMO ... 9.83 eV
SMILES string ... C[C@H](CO)[C@H](N)[C@@H](C)N
HOMO level ... -8.970 eV

=====

Model 2:
C6H16N2O | wB97M-V/def2-TZVPD

Each line ends with the Löwdin charge.
Cartesian coordinates (Å):
C: -0.449 0.641 -0.313  -0.481
C: -0.236 0.055 0.992  -0.196
C: 2.162 -0.499 -0.508  -0.122
C: 0.325 -1.784 -1.421  -0.118
C: 0.183 1.940 -0.736  -0.014
C: -0.971 -1.147 1.521  -0.063
N: 0.734 -0.698 -0.565  -0.220
N: -1.418 1.575 1.584  -0.031
O: -1.610 0.300 -0.924  0.052
H: -2.010 1.085 -1.316  0.124
H: 0.630 0.403 1.538  0.124
H: -2.310 1.150 1.826  -0.011
H: -0.867 2.114 2.249  -0.012
H: -0.761 -1.852 -1.448  0.074
H: 2.675 -1.411 -0.174  0.086
H: 2.578 -0.221 -1.488  0.080
H: 2.412 0.293 0.198  0.070
H: 0.703 -2.748 -1.055  0.082
H: 0.696 -1.645 -2.448  0.080
H: 0.510 1.863 -1.774  0.094
H: 1.033 2.190 -0.107  0.084
H: -0.549 2.738 -0.605  0.081
H: -1.905 -1.296 0.983  0.082
H: -0.362 -2.046 1.416  0.078
H: -1.193 -1.000 2.576  0.076

Output
LUMO energy ... 0.029 Eh
Gap between HOMO and LUMO ... 8.20 eV
HOMO level ... -7.424 eV

=====

Which structure is the least stable? The one labeled model 2.